Here is 10 unconnected molecules or ions with the total composition C27H58F6N6O13P at a distorted geometry from OMol25. Energies are from the ωB97M-V functional and the def2-TZVPD basis.

XYZ file:
```
111
Properties=species:S:1:pos:R:3:forces:R:3
P 0.93484 -0.36948 0.11242 -0.671 -1.991 1.093
F 2.21781 0.22312 0.87944 -0.108 0.612 -0.384
F 1.32871 -1.87568 0.58688 0.724 0.188 -0.161
F 0.09929 -0.22103 1.49587 -0.477 0.034 -0.462
F -0.29412 -1.10889 -0.69510 -0.283 0.722 0.105
F 0.32880 1.05702 -0.34642 0.632 0.423 -0.248
F 1.82582 -0.48017 -1.23508 -0.057 0.098 -0.118
C -2.34162 2.00793 -1.15438 -1.207 0.260 -0.846
O -3.73096 2.39742 -1.10099 0.135 -0.228 0.425
H -2.19743 1.57415 -2.14809 0.558 0.011 0.103
H -1.74018 2.90331 -1.01913 0.424 -0.261 0.114
H -2.14697 1.23587 -0.42085 0.023 0.170 0.228
H -3.95047 2.80881 -1.93990 0.007 0.017 0.008
C -0.76144 4.94527 1.90143 0.108 0.450 0.188
C -0.64938 3.45897 2.10450 0.415 0.001 -0.140
C 0.77703 2.90302 2.34035 -1.320 -0.287 -0.263
O 0.56147 1.97515 3.40798 0.211 0.273 0.253
C -0.64128 2.17631 3.99091 1.129 0.329 -0.527
O -0.96091 1.65104 5.00365 -0.606 -0.194 0.441
O -1.35728 3.07451 3.29108 -0.249 -0.064 0.160
H -0.36247 5.21480 0.92176 -0.228 -0.006 -0.092
H -0.20231 5.54619 2.62460 0.090 -0.329 0.155
H -1.80230 5.25453 2.00207 -0.019 -0.030 -0.324
H -1.10342 2.95079 1.25138 -0.085 -0.133 0.140
H 1.47323 3.69542 2.61427 0.165 -0.195 0.153
H 1.07773 2.32182 1.47626 0.447 0.182 0.009
C -0.32934 -1.03672 -4.79038 0.027 -0.435 0.273
C -0.18427 0.33024 -4.18118 0.138 0.173 -0.796
C 1.23440 0.88790 -3.97598 -0.779 -0.614 1.257
O 1.14217 2.23429 -4.42885 0.305 0.022 -0.334
C 0.05031 2.38136 -5.20984 0.123 -0.507 -0.089
O -0.17987 3.33574 -5.88101 -0.081 0.245 0.062
O -0.72692 1.28538 -5.13917 -0.159 0.095 0.245
H -0.13402 -1.81329 -4.04658 0.168 0.101 0.037
H 0.34105 -1.18773 -5.63574 -0.039 0.078 -0.060
H -1.36352 -1.18071 -5.10445 0.037 0.063 -0.120
H -0.76533 0.37462 -3.25990 0.002 0.227 -0.001
H 2.02069 0.29896 -4.44839 -0.027 0.305 -0.426
H 1.40762 0.88434 -2.90439 0.378 0.166 -0.016
C 2.67601 -4.40789 -1.50324 -0.117 -0.058 0.002
O 3.72324 -4.72376 -2.03475 0.146 0.031 -0.045
N 1.44944 -4.63001 -2.03132 0.141 -0.176 0.256
C 0.23269 -4.29153 -1.32513 -0.002 0.695 -0.783
C 1.30662 -5.29611 -3.29887 0.062 0.101 -0.183
H 2.62545 -3.90095 -0.52787 0.031 0.021 0.006
H 0.45678 -3.79680 -0.38558 -0.010 -0.354 0.230
H -0.41531 -5.16325 -1.24542 0.006 -0.024 0.376
H -0.29116 -3.52997 -1.91889 -0.190 -0.127 0.070
H 0.74473 -4.66219 -3.99331 -0.086 -0.091 0.019
H 2.29126 -5.47432 -3.72169 0.051 -0.021 0.071
H 0.78745 -6.25136 -3.18223 -0.054 0.027 -0.024
C 1.74912 5.85506 -3.14120 0.069 0.001 -0.051
O 2.91170 6.14584 -2.95902 0.264 0.018 0.060
N 1.08675 4.85196 -2.52440 -0.335 0.448 0.034
C -0.32886 4.66916 -2.71160 -0.351 -0.463 0.054
C 1.71284 4.03970 -1.51420 0.065 -0.236 0.266
H 1.12757 6.40478 -3.86618 -0.137 -0.069 0.032
H -0.49443 3.66646 -3.11007 -0.237 0.095 -0.091
H -0.77721 5.41145 -3.36738 0.318 -0.014 -0.275
H -0.90400 4.72411 -1.77964 0.352 0.102 0.183
H 1.26214 4.25076 -0.53766 0.107 -0.004 0.020
H 1.57077 2.97335 -1.70606 -0.102 0.048 -0.126
H 2.77858 4.24262 -1.47409 -0.006 0.148 -0.046
C -2.83559 -3.28372 0.44945 -0.155 0.236 -0.310
O -2.92895 -4.21251 1.20319 -0.134 -0.568 0.094
N -3.88137 -2.49820 0.05012 0.132 0.118 -0.599
C -3.64045 -1.26335 -0.65342 0.681 0.585 0.461
C -5.19670 -2.65776 0.58965 -0.485 -0.250 0.871
H -1.88874 -2.97889 -0.02896 0.014 0.067 0.065
H -4.49902 -0.98823 -1.26116 0.023 -0.040 -0.121
H -2.72384 -1.28794 -1.24515 -0.156 -0.401 -0.214
H -3.42980 -0.44442 0.05028 -0.446 0.024 0.016
H -5.34679 -3.65885 0.99177 0.299 -0.073 -0.125
H -5.36797 -1.98136 1.43985 -0.018 0.108 -0.150
H -5.97003 -2.48127 -0.15969 0.131 0.120 -0.129
C 4.98278 -0.57731 -0.41549 0.012 -0.023 0.136
O 5.58257 -1.15676 0.46428 0.215 -0.228 -0.022
N 5.54769 0.28413 -1.30208 -0.422 0.514 0.026
C 4.71056 1.22209 -2.03629 0.294 -0.332 -0.171
C 6.96922 0.47930 -1.37960 0.368 -0.086 0.162
H 3.90979 -0.70968 -0.59343 0.025 0.091 0.150
H 3.69910 1.23207 -1.63779 -0.018 -0.110 0.040
H 4.67353 0.96747 -3.10079 -0.029 0.118 -0.016
H 5.13962 2.22022 -1.93212 -0.112 0.069 -0.049
H 7.34673 0.04050 -2.30762 0.178 0.125 0.018
H 7.23879 1.53755 -1.33568 -0.162 0.053 -0.176
H 7.46792 0.01282 -0.53220 -0.181 -0.248 -0.039
C -4.07750 -2.06244 4.34680 -0.184 0.618 0.127
O -3.54835 -3.12269 4.14285 0.111 -0.187 -0.116
N -3.67286 -0.83793 3.89927 -0.053 -0.223 -0.205
C -4.32692 0.35127 4.35265 -0.139 1.048 0.367
C -2.49982 -0.65193 3.06826 0.293 -0.843 -0.174
H -5.00116 -1.96088 4.95386 0.050 -0.044 0.029
H -4.92671 0.83393 3.57121 -0.149 -0.211 0.032
H -3.62418 1.12683 4.68279 0.316 -0.320 -0.169
H -4.92817 0.17573 5.24605 -0.250 -0.278 -0.246
H -1.67686 -0.32281 3.69359 0.223 0.285 -0.160
H -2.19665 -1.59440 2.60827 -0.142 -0.156 0.287
H -2.67208 0.02480 2.22816 -0.167 0.303 0.299
C 0.21180 -3.66730 3.39559 -0.151 -0.407 0.154
O -0.84836 -4.24339 3.27986 0.288 0.097 0.051
N 0.57520 -2.88386 4.44096 0.448 0.016 0.021
C 1.84839 -2.20588 4.46460 -0.100 0.772 0.539
C -0.30551 -2.62027 5.54477 -0.557 0.093 0.066
H 1.02778 -3.77481 2.66527 0.051 0.123 -0.149
H 2.36775 -2.34447 5.42242 -0.066 -0.440 -0.102
H 1.68030 -1.12057 4.43736 0.110 -0.057 -0.417
H 2.50083 -2.51658 3.65483 -0.095 0.017 -0.139
H -0.63753 -1.57718 5.56369 0.147 0.118 -0.080
H -1.20632 -3.22585 5.44701 0.134 -0.139 -0.024
H 0.20055 -2.81689 6.49358 -0.009 -0.120 -0.007
```
Positions in Å, forces in eV/Å.

For the total energy, the calculation gives -3311.17068 a.u. The charge is -1. The relative energy (zero: lowest compared OMol25 entry of this formula, charge and spin) is 0.000 eV.

Here is 9 unconnected molecules or ions with the total composition C27H58INO10 at a distorted geometry from OMol25. Energies are from the ωB97M-V functional and the def2-TZVPD basis.

XYZ file:
```
97
Properties=species:S:1:pos:R:3:forces:R:3
O -6.37615 -9.71344 -1.24893 0.030 0.975 0.493
C -6.43429 -8.52348 -1.07417 0.444 -0.228 0.421
N -7.61459 -7.72057 -1.32115 -0.682 -0.394 -1.052
C -7.11242 -6.51084 -1.91759 0.614 0.757 0.609
O -7.64758 -5.82752 -2.75307 0.401 -0.664 0.924
C -5.77298 -6.31588 -1.21116 -0.694 -0.288 -0.910
C -4.99361 -5.21939 -1.05946 -0.504 0.547 -0.582
C -3.84598 -5.35838 -0.32150 1.277 2.025 -0.299
C -3.00524 -4.11984 -0.10735 -0.353 -0.245 0.884
C -3.43917 -3.50658 1.24987 0.048 0.089 -0.935
C -3.30333 -1.99576 1.29870 -0.194 -0.389 0.701
I -1.27498 -1.32800 1.45026 -0.156 0.016 -0.126
C -3.47166 -6.54262 0.23783 0.669 -0.363 0.561
C -4.23888 -7.66258 0.05073 0.739 -1.055 0.685
C -5.36916 -7.52088 -0.66605 -1.919 -1.075 -1.266
H -7.96830 -7.46847 -0.38969 -0.594 -0.340 -0.224
H -5.28022 -4.27844 -1.50469 0.068 0.176 -0.023
H -3.19225 -3.39273 -0.89131 0.019 0.022 -0.147
H -1.94629 -4.35995 -0.12119 0.100 0.101 -0.023
H -2.93063 -4.00502 2.07181 0.042 0.075 0.143
H -4.50760 -3.71998 1.34146 -0.077 0.059 0.224
H -3.80229 -1.53263 0.45471 0.270 0.120 -0.216
H -3.80213 -1.65037 2.19959 0.160 0.268 0.075
H -2.56685 -6.56853 0.82741 0.114 -0.118 0.040
H -3.98098 -8.62267 0.47185 0.136 -0.085 0.014
C 0.84852 3.04922 2.16936 -0.031 -0.017 -0.072
C 0.58684 1.93598 3.16581 0.386 0.185 -0.067
O 1.53651 0.88177 3.00613 -0.262 -0.170 0.000
H 0.79626 2.66507 1.14925 -0.088 -0.039 0.022
H 0.12096 3.85423 2.28124 0.063 0.050 0.004
H 1.84895 3.46546 2.30810 -0.059 0.105 0.097
H -0.40336 1.50992 3.01140 0.064 -0.151 0.022
H 0.64412 2.31554 4.19167 -0.135 0.055 -0.012
H 2.40928 1.25763 3.15084 0.043 -0.013 -0.011
C 4.55579 6.46199 2.63302 -0.004 -0.117 -0.073
C 3.12374 6.88399 2.36517 0.184 0.034 0.402
O 2.22919 6.33676 3.33283 -0.168 -0.056 -0.161
H 4.63972 5.37376 2.62428 -0.050 -0.003 -0.029
H 5.23125 6.87444 1.88375 0.024 0.011 0.146
H 4.88006 6.80134 3.61972 0.016 0.074 -0.032
H 2.79550 6.52640 1.38923 -0.128 -0.021 0.050
H 3.03866 7.97608 2.38017 0.046 0.010 -0.174
H 2.50487 6.65676 4.19743 0.056 -0.069 0.040
C -0.93204 -3.80344 -4.54135 -0.252 -0.030 -0.054
C -1.75207 -3.47228 -3.30917 0.324 0.257 -0.111
O -0.91378 -3.27179 -2.17149 -0.157 -0.138 0.009
H -0.33698 -4.69464 -4.37128 -0.024 -0.052 -0.057
H -1.57784 -3.97086 -5.40605 -0.009 0.044 0.008
H -0.23792 -2.99443 -4.77358 -0.020 0.007 -0.030
H -2.42947 -4.29190 -3.06667 0.017 0.011 0.099
H -2.34995 -2.56854 -3.47676 -0.117 -0.085 -0.046
H -0.31818 -2.54425 -2.37362 0.094 -0.032 0.017
C 6.06861 7.70127 -1.90740 0.055 -0.033 -0.020
C 5.32101 8.06369 -0.63818 0.311 0.256 -0.108
O 6.22200 8.26098 0.45048 -0.125 -0.084 -0.039
H 6.65611 6.79431 -1.75706 -0.073 -0.043 0.020
H 5.37829 7.54028 -2.73731 0.023 0.021 -0.013
H 6.76703 8.49645 -2.18132 -0.071 0.042 -0.054
H 4.64062 7.26222 -0.35265 0.024 0.020 0.114
H 4.73631 8.97772 -0.78543 -0.128 -0.090 -0.065
H 6.81826 8.97577 0.20800 0.052 0.003 0.026
C 3.92316 -5.88477 -3.86515 -0.008 0.006 -0.065
C 3.30086 -4.53896 -3.54109 -0.144 -0.315 0.193
O 1.88318 -4.57408 -3.69170 0.300 0.134 -0.119
H 3.67724 -6.18112 -4.88537 0.034 0.048 -0.020
H 5.00880 -5.85102 -3.76091 -0.008 -0.028 0.020
H 3.53428 -6.65958 -3.20014 0.066 0.023 0.063
H 3.67516 -3.77248 -4.21815 -0.107 0.047 -0.007
H 3.54342 -4.24129 -2.51551 0.137 0.057 -0.046
H 1.54211 -5.24055 -3.08713 -0.065 0.057 0.067
C 1.22405 6.15469 7.37219 -0.001 -0.007 -0.084
C 2.45266 5.41542 7.86552 0.037 0.380 0.032
O 3.63449 5.90760 7.23463 -0.025 -0.196 -0.117
H 1.12860 6.04811 6.29041 -0.045 -0.077 0.012
H 0.31689 5.77331 7.84301 -0.006 0.031 -0.002
H 1.30421 7.22328 7.58724 -0.041 -0.017 0.091
H 2.38141 4.35475 7.63099 0.124 0.001 -0.040
H 2.55809 5.52126 8.95024 -0.102 -0.113 0.023
H 3.71175 6.84167 7.44898 0.037 0.022 0.028
C 8.15567 9.35237 -5.21356 -0.047 0.038 -0.015
C 9.47528 9.71746 -4.56168 -0.113 -0.378 0.020
O 9.50237 9.28893 -3.20234 0.023 0.226 0.061
H 7.32622 9.80933 -4.67246 0.019 0.058 -0.025
H 8.12267 9.68275 -6.25292 -0.013 -0.031 -0.002
H 8.00230 8.27061 -5.18784 0.036 -0.007 -0.084
H 9.62025 10.79649 -4.56565 0.045 -0.007 0.131
H 10.31148 9.25597 -5.09721 -0.003 0.121 -0.112
H 9.38570 8.33443 -3.19988 0.018 -0.033 0.050
C -11.73680 -8.96503 0.65352 0.028 0.079 0.104
C -10.51974 -8.42688 -0.07418 -0.063 -0.361 0.104
O -9.41976 -8.25500 0.82574 -0.027 0.237 0.110
H -12.03097 -8.28934 1.45760 -0.025 0.038 -0.046
H -12.57803 -9.08528 -0.02995 0.009 -0.031 0.002
H -11.51764 -9.93385 1.10904 -0.028 -0.045 -0.088
H -10.73325 -7.45256 -0.50999 0.132 0.040 0.026
H -10.21800 -9.10366 -0.87745 -0.045 0.096 -0.096
H -9.21738 -9.11532 1.20569 0.030 -0.018 0.015
```
Positions in Å, forces in eV/Å.

For the total energy, the calculation gives -2168.32008 a.u. The charge is 0. The relative energy (zero: lowest compared OMol25 entry of this formula, charge and spin) is 0.000 eV. As for the structure (SMILES): O=C1NC(=O)c2cc(CCCI)ccc21.CCO.CCO.CCO.CCO.CCO.CCO.CCO.CCO.

Number 1: gap between HOMO and LUMO 8.41 eV. Number 2: gap between HOMO and LUMO 9.35 eV.